Entry 1:
The following is a quantum chemistry calculation of a molecular structure, C6H14N2O2Sn, from OMol25.

Properties
net charge: +2
highest occupied orbital energy: -15.11 eV
spin multiplicity: 1

Geometry as XYZ:
```
25
C6H14N2O2Sn (ωB97M-V/def2-TZVPD)
Sn 1.512 1.446 -2.606
C -1.529 5.318 1.214
C -0.901 3.923 1.229
O -1.117 3.151 0.297
N -0.091 3.509 2.202
C 0.449 4.338 3.300
H -0.901 6.043 1.731
H -2.486 5.369 1.733
H -1.588 5.787 0.231
H -0.059 2.500 2.175
H -0.167 4.241 4.195
H 0.462 5.408 3.093
H 1.478 4.113 3.578
C -0.618 -4.437 -3.021
C 0.098 -3.602 -1.971
O -0.123 -2.422 -1.926
N 1.053 -4.106 -1.165
C 1.335 -5.563 -1.024
H -1.294 -3.744 -3.523
H -1.205 -5.234 -2.565
H 0.005 -4.841 -3.819
H 1.340 -3.463 -0.440
H 1.637 -5.745 0.007
H 2.215 -5.786 -1.627
H 0.496 -6.203 -1.298
```

Entry 2:
The following is a quantum chemistry calculation of 2 unconnected molecules or ions with the total composition C6H14N2O3S, from OMol25.

Properties
highest occupied orbital energy: -8.40 eV
spin multiplicity: 1

Geometry as XYZ:
```
26
C6H14N2O3S (ωB97M-V/def2-TZVPD)
C 0.010 -0.761 1.399
C -0.060 0.164 -0.830
C -1.220 -1.574 1.111
C -1.390 -0.607 -1.066
C 0.917 2.802 0.293
C 0.917 1.511 0.970
N 0.114 0.554 0.642
N -1.569 -1.780 -0.284
O 2.444 -1.815 0.635
O 2.384 -1.197 -1.702
O 2.869 0.503 0.006
S 3.235 -0.910 -0.196
H 0.184 -0.515 2.452
H 0.987 -1.402 0.955
H 0.685 -0.572 -1.023
H 0.170 1.033 -1.435
H -1.036 -2.660 1.559
H -2.093 -1.033 1.508
H -2.111 0.218 -0.796
H -1.465 -0.960 -2.125
H 1.775 3.281 0.696
H 1.053 2.613 -0.801
H 0.013 3.389 0.507
H 1.302 1.447 1.934
H 2.488 -2.194 -1.895
H -1.107 -2.608 -0.678
```

Entry 3:
The following is a quantum chemistry calculation of a single C6H14N2OS molecule, from OMol25.

Properties
highest occupied orbital energy (alpha / beta): -9.35 / -9.35 eV
spin multiplicity: 1
SMILES string: CC(C)N(C(C)C)S(#N)=O

Geometry as XYZ:
```
24
C6H14N2OS (ωB97M-V/def2-TZVPD)
C 1.456 1.404 0.498
C 1.297 0.218 -0.557
C 1.630 0.962 -1.891
N -0.070 -0.240 -0.641
C -0.855 -0.809 0.396
C -1.884 -1.942 0.058
C -1.671 0.276 1.212
S -1.207 1.252 -1.394
N -1.213 2.683 -1.659
O -2.359 0.563 -1.826
H 1.113 1.176 1.482
H 2.532 1.690 0.773
H 0.844 2.221 0.341
H 1.857 -0.671 -0.479
H 0.895 1.609 -2.183
H 1.711 0.106 -2.659
H 2.545 1.436 -1.822
H -0.085 -1.197 1.252
H -2.406 -2.439 0.945
H -2.566 -1.527 -0.741
H -1.327 -2.656 -0.466
H -0.953 0.888 1.944
H -2.363 -0.316 1.750
H -2.189 0.839 0.443
```

Entry 4:
The following is a quantum chemistry calculation of a single C6H14N2S molecule, from OMol25.

Properties
highest occupied orbital energy (alpha / beta): -7.12 / -7.31 eV
spin multiplicity: 1

Geometry as XYZ:
```
23
C6H14N2S (ωB97M-V/def2-TZVPD)
C -0.640 0.862 -0.828
C 0.054 1.283 0.513
C -1.858 -0.091 -0.576
C 1.406 1.966 0.062
C -1.558 -1.351 0.113
C -2.533 -1.872 1.086
N 2.420 0.920 0.105
N 3.718 -1.178 -0.136
S 2.342 -0.311 -0.859
H -1.105 1.822 -1.273
H 0.082 0.363 -1.620
H -0.655 2.019 0.922
H 0.143 0.515 1.240
H -2.746 0.334 -0.156
H -2.260 -0.307 -1.618
H 1.510 2.285 -0.918
H 1.826 2.755 0.708
H -0.679 -1.971 -0.002
H -2.942 -0.998 1.541
H -2.035 -2.383 1.941
H -3.130 -2.621 0.417
H 4.311 -1.562 -0.905
H 4.330 -0.478 0.242
```

Values of molecular weight, in order: 264.901, 194.256, 162.258, 146.259, all in g/mol.
Values of ΔE to the lowest compared entry with this formula, charge and spin, in order: 519.3, 202.2, 643.2, 329.4, all in kJ/mol.